The following is a quantum chemistry calculation of a structure of composition C26H32BrN6O7P2RuSi in a non-equilibrium geometry, from OMol25.

```
! RIJCOSX wB97M-V def2-TZVPD def2/J DEFGRID3
* xyz 0 2
Ru -0.228 -0.414 -0.013
Br 6.768 3.144 6.151
C 4.886 3.137 6.156
C 4.199 4.337 6.296
C 2.818 4.327 6.303
C 2.117 3.123 6.164
C 2.825 1.922 6.029
C 4.208 1.931 6.023
N 0.735 3.220 6.153
N 0.045 2.117 6.056
C -0.225 1.455 4.999
C -0.952 0.188 5.236
C -1.102 -0.729 4.290
C -0.595 -0.479 2.922
O -0.668 -1.304 2.030
C 0.034 0.835 2.632
N 0.433 0.976 1.365
C 0.943 2.157 1.005
C 1.042 3.214 1.894
C 0.661 3.050 3.213
C 0.168 1.810 3.608
H 4.743 5.266 6.395
H 2.254 5.244 6.412
H 2.295 0.984 5.929
H 4.761 1.009 5.914
H -1.310 0.024 6.245
H -1.594 -1.675 4.473
H 1.270 2.220 -0.019
H 1.429 4.162 1.545
H 0.727 3.869 3.913
N -4.064 0.753 -2.279
C -3.478 -0.546 -1.730
C -4.523 -1.644 -1.886
P -3.276 -0.121 0.047
O -3.048 -1.554 0.732
O -4.612 0.428 0.441
O -2.059 0.765 0.218
P -1.903 -1.020 -2.695
O -1.946 1.104 -4.048
O -1.011 -1.621 -1.572
O -1.371 0.622 -2.806
H -4.658 1.145 -1.533
H -4.618 0.593 -3.118
H -3.307 1.407 -2.502
H -5.399 -1.472 -1.257
H -4.072 -2.596 -1.602
H -4.843 -1.738 -2.930
H -3.848 -1.832 1.192
H -1.153 1.151 -4.603
C 0.702 -3.769 0.617
C 1.716 -2.880 -0.044
C 2.917 -3.398 -0.494
C 3.774 -2.576 -1.229
C 3.416 -1.283 -1.524
C 2.181 -0.796 -1.041
N 1.413 -1.593 -0.259
N 1.578 0.390 -1.265
Si 1.840 1.407 -2.614
C 3.595 2.043 -2.761
C 1.430 0.557 -4.233
C 0.758 2.920 -2.398
H 1.194 -4.483 1.279
H 0.175 -4.333 -0.156
H -0.040 -3.211 1.176
H 3.160 -4.433 -0.295
H 4.717 -2.970 -1.592
H 4.048 -0.640 -2.123
H 4.278 1.306 -3.192
H 3.987 2.334 -1.781
H 3.618 2.927 -3.407
H 2.290 -0.010 -4.602
H 1.156 1.265 -5.026
H 0.614 -0.155 -4.089
H 1.272 3.690 -1.809
H -0.183 2.670 -1.902
H 0.525 3.373 -3.367
*
```

E_HOMO (alpha / beta)	-6.8 / -6.8	eV
molar mass	811.6	g mol⁻¹
⟨S²⟩	0.783
energy relative to the best compared isomer or geometry (same formula, charge and spin)	0.0	kJ/mol
electronic energy	-149835.7223	eV

***

The following is a quantum chemistry calculation of a cluster of 2 separate species, C2H7OS in total in a non-equilibrium geometry, from OMol25.

```
! RIJCOSX wB97M-V def2-TZVPD def2/J DEFGRID3
* xyz -1 1
O 1.295 -2.648 0.026
H 0.558 -2.003 -0.135
C -0.157 1.547 -0.197
C -0.729 0.249 0.396
S -1.223 -0.949 -0.908
H 0.861 1.392 -0.501
H -0.293 2.418 0.457
H -0.782 1.816 -1.058
H 0.040 -0.084 1.107
H -1.636 0.368 1.000
H 2.066 -2.107 -0.187
*
```

E_HOMO	-2.6	eV
molar mass	79.1	g mol⁻¹
energy relative to the best compared isomer or geometry (same formula, charge and spin)	24.4	kJ/mol
electronic energy	-15071.1528	eV

***

The following is a quantum chemistry calculation of a structure of composition C17H27FN5O9P2Ru, from OMol25.

```
! RIJCOSX wB97M-V def2-TZVPD def2/J DEFGRID3
* xyz 1 5
Ru -0.117 -1.165 -0.676
O 2.322 -2.415 -0.907
P 3.296 -1.744 0.175
O 4.717 -1.938 -0.018
O 2.814 -0.211 0.076
O 2.703 -2.185 1.569
P 1.134 -2.310 2.061
O 0.729 -0.730 2.219
O 1.041 -2.955 3.363
O 0.407 -2.760 0.809
H 1.804 -3.142 -0.511
H 0.632 -0.572 3.168
N -1.430 1.750 1.559
C -1.259 1.616 0.090
C -2.541 1.834 -0.688
C -2.326 1.331 -2.127
N -2.090 -0.124 -2.132
C -1.119 2.031 -2.750
C 0.165 1.916 -1.925
N 0.711 0.524 -1.963
C -0.074 2.367 -0.480
H -1.991 0.842 1.906
H -1.888 2.618 1.830
H -0.520 1.710 2.017
H -1.080 0.551 -0.025
H -2.814 2.893 -0.722
H -3.364 1.291 -0.217
H -3.219 1.589 -2.703
H -2.026 -0.471 -3.083
H -2.850 -0.631 -1.691
H -1.349 3.092 -2.867
H -0.945 1.649 -3.761
H 0.915 2.576 -2.366
H 1.716 0.575 -1.804
H 0.605 0.175 -2.912
H -0.256 3.445 -0.477
H 0.827 2.183 0.113
F 5.699 4.108 -1.609
C 5.017 3.032 -1.193
C 4.979 1.912 -2.000
C 4.266 0.800 -1.573
C 3.616 0.847 -0.349
C 3.675 1.968 0.461
C 4.383 3.081 0.035
H 5.514 1.911 -2.940
H 4.251 -0.105 -2.166
H 3.190 1.948 1.429
H 4.465 3.970 0.644
C -3.705 -2.484 3.681
N -3.228 -2.564 2.298
C -3.334 -3.749 1.623
C -2.859 -3.917 0.377
C -2.150 -2.814 -0.193
O -1.491 -2.861 -1.267
N -2.120 -1.621 0.466
C -2.629 -1.481 1.703
O -2.595 -0.392 2.332
H -4.675 -2.972 3.752
H -3.804 -1.442 3.958
H -2.994 -2.972 4.347
H -3.823 -4.542 2.172
H -2.926 -4.861 -0.139
*
```

E_HOMO (alpha / beta)	-11.8 / -11.8	eV
molar mass	627.4	g mol⁻¹
⟨S²⟩	6.007
energy relative to the best compared isomer or geometry (same formula, charge and spin)	121.4	kJ/mol
electronic energy	-67824.4472	eV

***

The following is a quantum chemistry calculation of the molecule C3H4N2S2 in a non-equilibrium geometry, from OMol25.

```
! RIJCOSX wB97M-V def2-TZVPD def2/J DEFGRID3
* xyz 0 1
C 0.353 1.665 -0.171
N 0.226 0.228 -0.394
C 0.982 -0.385 -1.230
N 1.619 -1.077 -1.911
C -0.713 -0.821 0.707
S -1.274 -0.098 2.013
S -0.683 -2.446 0.080
H 1.425 1.996 0.027
H -0.196 2.258 -0.846
H -0.304 1.731 0.715
H -1.434 -3.052 1.009
*
```

E_HOMO	-9.3	eV
molar mass	132.2	g mol⁻¹
structure (SMILES)	CN(C#N)C(=S)S
energy relative to the best compared isomer or geometry (same formula, charge and spin)	284.6	kJ/mol
electronic energy	-27823.8396	eV

***

The following is a quantum chemistry calculation of a cluster of 2 separate species, C3H9N2O2S in total in a non-equilibrium geometry, from OMol25.

```
! RIJCOSX wB97M-V def2-TZVPD def2/J DEFGRID3
* xyz 1 1
C -1.070 0.038 0.358
C 1.112 0.830 -0.956
C 1.479 -0.065 0.255
N -1.745 -1.050 0.238
N 1.963 0.454 1.359
O -1.851 1.154 0.095
O -2.943 -1.321 -0.507
S 1.490 -1.777 0.057
H 1.907 0.549 -1.674
H 0.178 0.359 -1.333
H 1.131 1.952 -0.685
H -1.383 -2.005 0.483
H 2.305 -0.182 2.044
H -1.375 1.971 0.086
H 1.716 1.444 1.495
H -3.372 -0.414 -0.643
H 0.460 -1.936 -0.673
*
```

E_HOMO	-13.2	eV
molar mass	137.2	g mol⁻¹
energy relative to the best compared isomer or geometry (same formula, charge and spin)	400.6	kJ/mol
electronic energy	-21156.6804	eV